1.
C11H21F4I2N2O2S | the ωB97M-V functional and the def2-TZVPD basis

Calculated values
Kohn-Sham gap   6.4 eV
Total charge   +1
E_LUMO   -0.189 Eh
2S+1   1

Last column: natural (NBO) charge in e.
Element x y z (Å)
C  3.0253  0.9464  1.3356  -0.6550
C  1.6821  0.3071  1.0392  -0.3180
I  1.6975  -0.4111  -0.9993  0.1311
C  1.2251  -0.8878  1.8741  -0.6054
S  1.4175  -0.9577  3.6828  0.5343
I  0.7827  1.1383  4.5696  0.3334
C  3.2328  -1.0842  4.1579  0.5479
F  3.1587  -1.5038  5.4235  -0.2840
F  3.8548  0.0858  4.1200  -0.2833
C  3.9612  -2.1190  3.2586  0.5046
F  3.5819  -3.3416  3.6543  -0.3027
F  5.2680  -1.9560  3.4565  -0.2898
H  3.8427  0.2213  1.3839  0.2097
H  2.9892  1.5060  2.2769  0.2271
H  3.2645  1.6711  0.5524  0.2534
H  0.8729  1.0322  1.0506  0.2558
H  0.1302  -0.9647  1.8062  0.3187
H  1.6255  -1.8479  1.5234  0.2626
H  3.7320  -2.0023  2.1962  0.1530
C  -2.4297  1.0207  1.8836  0.5416
O  -1.3649  0.6724  2.4035  -0.7473
N  -3.0055  0.3831  0.8723  -0.3889
C  -4.2710  0.8065  0.2944  -0.4072
C  -2.3322  -0.7852  0.3250  -0.4197
H  -2.9857  1.9001  2.2349  0.1303
H  -5.0143  0.0157  0.3956  0.2071
H  -4.1375  1.0364  -0.7613  0.2334
H  -4.6273  1.6916  0.8179  0.2109
H  -2.1741  -1.5210  1.1173  0.1983
H  -1.3705  -0.4936  -0.1125  0.2060
H  -2.9392  -1.2144  -0.4625  0.2391
C  -1.6725  -0.2512  -3.5157  0.5319
O  -2.4843  0.1961  -2.7214  -0.6600
N  -1.1103  0.4594  -4.5037  -0.4183
C  -0.1498  -0.1196  -5.4225  -0.4016
C  -1.4894  1.8559  -4.6563  -0.4172
H  -1.3289  -1.2988  -3.4816  0.1092
H  0.8052  0.4058  -5.3662  0.1990
H  -0.5149  -0.0669  -6.4490  0.2074
H  0.0107  -1.1654  -5.1670  0.2104
H  -1.2489  2.4185  -3.7540  0.2116
H  -2.5609  1.9444  -4.8335  0.2201
H  -0.9485  2.2773  -5.4994  0.2100

2.
C4H7N2O | the ωB97M-V functional and the def2-TZVPD basis

Calculated values
Kohn-Sham gap (alpha / beta)   8.9 / 7.3 eV
Total charge   +1
Energy relative to the best compared isomer or geometry (same formula, charge and spin)   629.9 kJ/mol
E_LUMO (alpha / beta)   -0.191 / -0.196 Eh
2S+1   1

Last column: natural (NBO) charge in e.
Element x y z (Å)
C  -0.0962  -1.3057  1.7616  -0.3032
C  -0.5675  -0.0361  2.1129  0.0825
C  0.4398  -1.1754  0.4902  0.0896
C  0.7754  0.6115  -1.0929  0.3213
N  -0.4373  0.8034  1.0728  -0.3106
N  0.1701  0.0419  0.0217  -0.2046
O  0.4856  1.8910  -1.0981  -0.6822
H  -0.1989  -2.2535  2.2708  0.2819
H  -1.2709  0.3199  2.9632  0.2860
H  0.8027  -1.9872  -0.1756  0.2753
H  0.4033  -0.1018  -2.1022  0.1032
H  -0.5152  -0.8372  -2.9029  0.0372
H  -0.3975  1.7382  0.7570  0.4690
H  0.9839  2.4163  -1.8592  0.5545

3.
C25H41F2OSi4 | the ωB97M-V functional and the def2-TZVPD basis

Calculated values
Kohn-Sham gap   4.3 eV
Total charge   +1
E_LUMO   -0.225 Eh
2S+1   1

Last column: Mulliken charge in e.
Element x y z (Å)
C  3.1214  2.6507  -3.8216  -1.0101
Si  2.8520  0.7967  -3.5745  0.5581
C  2.1026  0.1040  -5.1597  -1.1796
C  4.5027  -0.0621  -3.2934  -1.1135
Si  1.5237  0.3044  -1.6790  -0.0087
Si  2.5645  1.2062  0.2267  0.5246
C  4.0602  2.2452  -0.2576  -1.0710
C  1.2236  2.2338  1.0601  -0.7016
C  3.1979  -0.1227  1.4000  -1.0136
Si  -0.5793  1.2004  -2.2521  0.6587
C  -0.3558  3.0656  -2.4018  -0.9864
C  -1.1464  0.4633  -3.8859  -1.2630
C  -1.8993  0.8395  -0.9574  -0.7133
O  1.4886  -1.4691  -1.5243  -0.5903
C  1.0889  -2.2008  -0.4483  0.7477
C  1.6690  -3.5771  -0.4430  -1.4686
C  0.2431  -1.7472  0.5148  -0.3705
H  3.8258  2.7732  -4.6596  0.4088
H  2.1912  3.1687  -4.0851  0.3020
H  3.5550  3.1355  -2.9392  0.2244
H  2.9169  -0.0226  -5.8897  0.4100
H  1.6370  -0.8778  -4.9985  0.3234
H  1.3552  0.7800  -5.5944  0.2668
H  5.0404  -0.0666  -4.2538  0.4351
H  5.1334  0.4393  -2.5496  0.3132
H  4.3520  -1.1048  -2.9781  0.3038
H  4.5946  2.5313  0.6605  0.3887
H  4.7664  1.6904  -0.8871  0.2448
H  3.7724  3.1639  -0.7822  0.2561
H  1.5500  2.4886  2.0792  0.4119
H  1.0415  3.1675  0.5116  0.3227
H  0.2704  1.6946  1.1434  -0.0951
H  3.6640  0.3803  2.2627  0.4106
H  2.4063  -0.7850  1.7765  0.2137
H  3.9732  -0.7354  0.9143  0.2851
H  -1.3623  3.4981  -2.5028  0.4331
H  0.1209  3.5006  -1.5146  0.1914
H  0.2310  3.3445  -3.2850  0.2722
H  -2.2454  0.5050  -3.9077  0.4015
H  -0.7608  1.0282  -4.7436  0.2967
H  -0.8440  -0.5865  -3.9967  0.3402
H  -2.7164  1.5626  -1.1085  0.5552
H  -2.2966  -0.1738  -1.1077  0.1903
H  -1.5637  0.9273  0.0833  -0.1562
H  1.1384  -4.2096  0.2761  0.4059
H  1.6082  -4.0472  -1.4347  0.3216
H  2.7231  -3.5491  -0.1283  0.2838
H  0.0604  -2.4389  1.3385  0.3325
H  -0.2195  -0.7594  0.4499  -0.3159
F  -5.0340  -4.2306  4.4505  -0.2955
C  -4.2099  -3.8424  3.4182  0.0908
C  -4.1683  -4.6408  2.2774  -0.4622
C  -3.4203  -4.1684  1.1904  -0.7723
C  -2.7459  -2.9553  1.2394  -0.1344
C  -2.7427  -2.1654  2.4239  0.3417
C  -2.0096  -0.9413  2.5378  0.3917
C  -2.4524  0.1447  3.3441  0.4424
C  -1.5284  1.0988  3.8732  -0.6163
C  -1.9646  2.1028  4.7308  -0.6589
C  -3.3215  2.2344  5.0763  -0.4647
C  -4.2189  1.3192  4.5261  0.1070
F  -5.5472  1.4164  4.8742  -0.2958
C  -3.8342  0.3181  3.6500  -0.5084
C  -3.5152  -2.6486  3.5288  -0.6217
H  -4.7140  -5.5797  2.2364  0.4753
H  -3.3801  -4.7675  0.2818  0.4266
H  -2.2070  -2.5877  0.3674  0.4058
H  -1.0272  -0.8364  2.1062  0.3534
H  -0.4682  0.9870  3.6294  0.4606
H  -1.2432  2.8087  5.1454  0.4180
H  -3.6725  3.0137  5.7499  0.4807
H  -4.5811  -0.3515  3.2310  0.7560
H  -3.5702  -2.0824  4.4591  0.7029

4.
C18H23N5O4S2Tl | the ωB97M-V functional and the def2-TZVPD basis

Calculated values
Kohn-Sham gap (alpha / beta)   7.0 / 6.8 eV
Total charge   0
Energy relative to the best compared isomer or geometry (same formula, charge and spin)   17.3 kJ/mol
E_LUMO (alpha / beta)   0.014 / -0.041 Eh
2S+1   2

Last column: Mulliken spin population.
Element x y z (Å)
Tl  -0.3659  0.6902  0.2091  0.3104
C  -3.0100  -1.4728  0.9669  -0.0117
C  -1.8194  -1.5636  1.9345  0.0152
N  -0.5208  -1.6216  1.2685  0.1701
C  -0.3169  -2.6666  0.2694  -0.0055
C  0.0672  -2.1398  -1.1869  0.0417
N  -0.7674  -1.0357  -1.6980  0.0949
C  -2.1474  -1.3984  -2.0659  -0.0043
C  -3.1918  -0.5548  -1.3429  0.0117
N  -2.9468  -0.3756  0.0560  0.0597
H  -3.8381  -1.3935  1.6542  -0.0025
H  -3.1561  -2.3933  0.3790  0.0011
H  -2.0200  -2.4277  2.5644  0.0025
H  -1.8780  -0.7027  2.5976  0.0002
H  0.2616  -1.5902  1.9070  -0.0231
H  -1.2265  -3.2758  0.1599  0.0004
H  0.5371  -3.2676  0.5129  0.0005
H  0.0669  -3.0047  -1.8876  0.0015
H  1.0591  -1.7331  -1.1585  -0.0230
H  -0.2340  -0.5763  -2.4519  -0.0085
H  -2.3303  -2.4631  -1.7752  -0.0013
H  -2.2989  -1.3359  -3.1443  0.0016
H  -4.1900  -0.9772  -1.5729  -0.0009
H  -3.2294  0.4228  -1.8119  -0.0061
H  -3.1870  0.5102  0.4371  -0.0172
O  -1.9442  1.9182  1.5459  0.0450
N  -2.0928  3.2233  1.5085  0.0039
C  -2.9448  3.7617  2.3973  0.0015
C  -3.2103  5.1075  2.4775  0.0027
C  -2.4893  5.9788  1.6339  -0.0026
C  -1.5795  5.4109  0.7615  -0.0048
C  -1.3886  4.0293  0.6159  0.0089
S  -0.4098  3.3336  -0.6011  0.2540
H  -3.4425  3.0189  3.0242  -0.0005
H  -3.8658  5.4968  3.2386  0.0003
H  -2.6030  7.0456  1.7409  -0.0006
H  -0.9600  6.0887  0.1778  -0.0025
O  2.2969  -1.5648  1.7180  0.0053
C  2.7706  -0.8786  0.8036  -0.0002
N  2.3075  0.3288  0.3843  0.0519
S  2.9325  0.7416  -1.0720  0.0140
O  1.9005  0.5759  -2.0641  0.0016
O  3.6045  2.0084  -1.0702  0.0008
C  4.0754  -0.5851  -1.1792  0.0061
C  5.0092  -0.8277  -2.1777  -0.0003
C  5.7928  -1.9730  -2.0298  0.0013
C  5.6698  -2.8106  -0.9377  -0.0004
C  4.7354  -2.5227  0.0532  -0.0008
C  3.8995  -1.4093  -0.0932  0.0081
H  5.1240  -0.1490  -3.0167  0.0001
H  6.5505  -2.1984  -2.7831  0.0001
H  6.3317  -3.6584  -0.8107  0.0000
H  4.6124  -3.1436  0.9339  -0.0001

Copy entry 4 word for word.
C18H23N5O4S2Tl | the ωB97M-V functional and the def2-TZVPD basis

Calculated values
Kohn-Sham gap (alpha / beta)   7.0 / 6.8 eV
Total charge   0
Energy relative to the best compared isomer or geometry (same formula, charge and spin)   17.3 kJ/mol
E_LUMO (alpha / beta)   0.014 / -0.041 Eh
2S+1   2

Last column: Mulliken spin population.
Element x y z (Å)
Tl  -0.3659  0.6902  0.2091  0.3104
C  -3.0100  -1.4728  0.9669  -0.0117
C  -1.8194  -1.5636  1.9345  0.0152
N  -0.5208  -1.6216  1.2685  0.1701
C  -0.3169  -2.6666  0.2694  -0.0055
C  0.0672  -2.1398  -1.1869  0.0417
N  -0.7674  -1.0357  -1.6980  0.0949
C  -2.1474  -1.3984  -2.0659  -0.0043
C  -3.1918  -0.5548  -1.3429  0.0117
N  -2.9468  -0.3756  0.0560  0.0597
H  -3.8381  -1.3935  1.6542  -0.0025
H  -3.1561  -2.3933  0.3790  0.0011
H  -2.0200  -2.4277  2.5644  0.0025
H  -1.8780  -0.7027  2.5976  0.0002
H  0.2616  -1.5902  1.9070  -0.0231
H  -1.2265  -3.2758  0.1599  0.0004
H  0.5371  -3.2676  0.5129  0.0005
H  0.0669  -3.0047  -1.8876  0.0015
H  1.0591  -1.7331  -1.1585  -0.0230
H  -0.2340  -0.5763  -2.4519  -0.0085
H  -2.3303  -2.4631  -1.7752  -0.0013
H  -2.2989  -1.3359  -3.1443  0.0016
H  -4.1900  -0.9772  -1.5729  -0.0009
H  -3.2294  0.4228  -1.8119  -0.0061
H  -3.1870  0.5102  0.4371  -0.0172
O  -1.9442  1.9182  1.5459  0.0450
N  -2.0928  3.2233  1.5085  0.0039
C  -2.9448  3.7617  2.3973  0.0015
C  -3.2103  5.1075  2.4775  0.0027
C  -2.4893  5.9788  1.6339  -0.0026
C  -1.5795  5.4109  0.7615  -0.0048
C  -1.3886  4.0293  0.6159  0.0089
S  -0.4098  3.3336  -0.6011  0.2540
H  -3.4425  3.0189  3.0242  -0.0005
H  -3.8658  5.4968  3.2386  0.0003
H  -2.6030  7.0456  1.7409  -0.0006
H  -0.9600  6.0887  0.1778  -0.0025
O  2.2969  -1.5648  1.7180  0.0053
C  2.7706  -0.8786  0.8036  -0.0002
N  2.3075  0.3288  0.3843  0.0519
S  2.9325  0.7416  -1.0720  0.0140
O  1.9005  0.5759  -2.0641  0.0016
O  3.6045  2.0084  -1.0702  0.0008
C  4.0754  -0.5851  -1.1792  0.0061
C  5.0092  -0.8277  -2.1777  -0.0003
C  5.7928  -1.9730  -2.0298  0.0013
C  5.6698  -2.8106  -0.9377  -0.0004
C  4.7354  -2.5227  0.0532  -0.0008
C  3.8995  -1.4093  -0.0932  0.0081
H  5.1240  -0.1490  -3.0167  0.0001
H  6.5505  -2.1984  -2.7831  0.0001
H  6.3317  -3.6584  -0.8107  0.0000
H  4.6124  -3.1436  0.9339  -0.0001

- Look up the total charge of the second one.
  +1